1.
{
  "formula": "C17H29N5O",
  "method": "the ωB97M-V functional and the def2-TZVPD basis",
  "lumo_ev": -1.282,
  "orbital_gap_ha": 0.0912,
  "charge": 0,
  "total_energy_ha": -1013.97416,
  "homo_energy_ev": -3.76,
  "symbols": ["N", "C", "H", "H", "H", "N", "N", "C", "H", "H", "H", "C", "H", "H", "C", "N", "H", "H", "H", "H", "C", "H", "H", "H", "H", "C", "C", "H", "H", "H", "H", "C", "H", "C", "H", "C", "C", "H", "H", "H", "C", "C", "H", "H", "C", "C", "C", "H", "H", "N", "C", "O"],
  "xyz": [[1.1478, 1.7672, -2.1518], [1.1727, -0.5127, 0.4661], [-0.2886, 4.6565, -2.8885], [1.9861, 0.4042, -3.5487], [2.4514, -4.2843, 2.0664], [-3.6009, 5.2000, -2.9646], [-0.7716, 2.7679, -1.0316], [1.9740, -3.3472, 1.7649], [-1.7877, 0.7703, -2.2016], [-0.5539, 2.9214, -0.0560], [1.3493, -3.6436, -0.2683], [-1.7330, 3.6019, -1.6805], [-0.8472, 0.9764, -4.3397], [0.2889, -3.0866, 4.7709], [1.1708, 1.1216, -3.4966], [-0.7790, 0.6818, -2.2399], [-0.6302, -2.4153, -0.2577], [-1.8012, -0.7991, 2.1615], [1.2933, 1.8837, -4.2664], [0.7090, -0.3411, -0.5092], [-3.9758, 4.3076, -2.0546], [1.2103, -4.4777, 4.1629], [2.7658, -2.7424, 1.3183], [-2.0199, 6.0564, -3.9752], [-3.4303, 2.7799, -0.6387], [1.4855, -2.6321, 3.0319], [0.1583, -1.2475, 1.3564], [-0.2465, -3.9291, 3.3142], [0.4631, -4.6214, 0.8708], [3.2871, -3.1022, 4.0886], [-1.5620, -0.2704, 0.4788], [-1.3337, 4.5324, -2.6308], [2.0919, -1.0736, 0.3040], [-1.0871, -0.3622, 1.4627], [2.4016, -1.7197, 4.7702], [-3.0826, 3.4863, -1.3829], [-0.2287, 0.4642, -3.5993], [1.5885, 2.6770, -2.1323], [-5.0402, 4.2349, -1.8500], [-0.1868, -0.5974, -3.8313], [-2.3030, 5.3082, -3.2403], [0.8854, -3.6256, 0.7210], [-0.8142, 0.6265, 1.8290], [3.3255, -1.5156, 3.2872], [-0.2475, -2.5884, 0.7526], [-0.1504, 1.7879, -1.7520], [0.6316, -3.5962, 3.8699], [1.4356, 0.4485, 0.9094], [-1.0880, -2.9726, 1.3363], [0.6577, -1.4458, 2.7063], [2.7003, -2.2100, 3.8481], [0.9586, -0.3032, 3.3400]]
}

2.
{
  "formula": "C17H29N5O7",
  "method": "the ωB97M-V functional and the def2-TZVPD basis",
  "smiles": "COCCOCC(=O)NC[C@@]1(OC)CCN(C(=O)CCCn2c(O)nnc2O)C1",
  "lumo_ev": 0.397,
  "orbital_gap_ha": 0.3127,
  "charge": 0,
  "e_above_lowest_ev": 0.534,
  "total_energy_ha": -1465.65844,
  "homo_energy_ev": -8.11,
  "symbols": ["C", "C", "C", "C", "O", "H", "H", "N", "C", "O", "C", "H", "H", "C", "C", "H", "N", "C", "H", "C", "H", "H", "H", "H", "C", "H", "C", "O", "C", "N", "H", "C", "H", "C", "H", "H", "O", "H", "H", "H", "H", "H", "O", "N", "H", "O", "C", "H", "H", "H", "N", "C", "H", "H", "H", "H", "H", "O"],
  "xyz": [[0.8392, 0.0392, 5.5272], [1.9746, 0.7552, -2.6616], [-4.1115, 1.2530, -3.9457], [2.0952, -0.0845, 2.0614], [1.2893, 0.4172, 4.2401], [1.4956, -0.7061, 5.9838], [-0.1819, -0.3569, 5.5112], [-0.9000, -0.0628, 2.5921], [2.7825, -2.3899, 2.4152], [3.7842, -2.4354, -0.1069], [1.0757, 0.0163, -4.9175], [0.8541, 0.9387, 6.1381], [3.0819, 0.7451, -0.1358], [-3.9640, 0.8084, -0.3076], [-1.4363, 0.1066, 1.3518], [-3.0775, 1.3373, 1.9952], [-1.0267, 0.3801, -4.6272], [-4.5274, 1.2513, -1.6290], [2.8110, 0.6785, 2.3804], [3.2780, -1.3845, 0.2532], [1.7671, 1.7020, -2.1605], [-3.7070, -0.2544, -0.3427], [2.9290, 0.8503, -3.1804], [-4.3240, 2.3250, -4.0186], [2.0236, -0.3860, -1.6554], [2.1586, -1.3313, -2.1847], [-0.3961, 0.7457, -3.5578], [-2.8072, 1.5825, -0.0384], [1.3820, -0.6413, 3.2957], [0.9553, 0.5557, -3.6724], [-0.9420, 0.7059, 3.2421], [2.2951, -1.7917, 3.7303], [2.1302, -3.1893, 2.0537], [-0.0117, -1.1537, 2.9216], [4.1254, -0.1651, -1.2314], [-1.8539, 1.1699, -2.4188], [-3.6135, 0.9303, -2.6541], [-4.7164, 0.9713, 0.4757], [-5.4815, 0.7379, -1.8029], [0.0524, -1.7992, 2.0456], [-3.3401, 0.9745, -4.6581], [-0.4278, -1.7475, 3.7399], [-1.2802, -0.6747, 0.4375], [2.7482, -1.2558, 1.4951], [1.3891, 0.3640, 1.3610], [-0.8741, 1.2654, -2.4347], [-2.2847, 1.3757, 1.2350], [-5.0307, 0.6930, -4.1443], [-4.7153, 2.3325, -1.6141], [2.1567, -0.6780, -6.2696], [-0.0553, -0.1018, -5.5192], [3.1852, -0.1963, -0.6788], [-1.6468, 2.2332, 1.4652], [3.1312, -1.3677, 4.2909], [1.7943, -2.5277, 4.3592], [1.0694, -0.4412, -1.1225], [3.7884, -2.8024, 2.4760], [2.2906, -0.3167, -5.3839]]
}

3.
{
  "formula": "C17H29N5O7",
  "method": "the ωB97M-V functional and the def2-TZVPD basis",
  "smiles": "COCCOCC(=O)NC[C@@]1(OC)CCN(C(=O)CCCn2c(O)nnc2O)C1",
  "lumo_ev": 0.529,
  "orbital_gap_ha": 0.3394,
  "charge": 0,
  "e_above_lowest_ev": 0.302,
  "total_energy_ha": -1465.66697,
  "homo_energy_ev": -8.71,
  "symbols": ["C", "H", "N", "H", "H", "H", "C", "H", "C", "H", "C", "H", "H", "H", "C", "N", "H", "H", "O", "N", "H", "H", "C", "H", "H", "O", "H", "C", "H", "H", "H", "H", "H", "N", "H", "C", "H", "O", "C", "C", "H", "C", "O", "O", "O", "H", "H", "C", "C", "C", "C", "N", "C", "O", "H", "C", "H", "H"],
  "xyz": [[-0.6643, -2.8059, -1.6473], [2.9372, 2.4161, -1.2761], [2.7191, 0.5662, -2.1520], [4.3898, 1.4232, -1.3122], [1.8208, 2.6633, 0.7724], [3.4916, 2.7350, 1.3510], [-0.1060, 1.1663, 1.7755], [0.6859, 1.2577, 4.8583], [2.6314, 2.0798, 1.2156], [-3.1052, -1.6573, 1.7698], [-0.9011, 0.1770, 3.7897], [-4.2372, -0.2928, 1.7574], [4.7908, -1.2642, -3.5926], [-0.7985, -3.8808, -1.7896], [-2.8690, -0.2062, -2.7918], [2.3986, -0.9825, -3.6897], [-3.2442, 2.3641, -2.2546], [0.1017, -2.4524, -2.3426], [3.0678, 1.4689, 3.4892], [1.1532, -0.4406, -3.3353], [3.8203, 0.3519, 0.7067], [-0.4010, 0.9364, -1.9783], [-2.0680, -1.4530, -3.0645], [-1.1051, -1.1924, -3.5110], [-0.9350, -2.1321, 2.3924], [4.6024, -0.5528, -2.9666], [-1.5717, 0.9836, 4.0934], [1.3867, 0.4513, -2.4291], [-3.6717, 1.3831, -0.8241], [-3.7989, -0.4640, -2.2724], [1.1938, -0.2999, 4.2312], [0.6094, -1.3863, 2.0467], [-2.1763, 2.3370, -0.8276], [0.9621, 1.1833, 2.7638], [-1.4342, -1.0417, -0.0448], [-0.4573, -1.3281, 1.8214], [0.2582, 0.9890, 0.7653], [0.5219, 1.2220, -1.7736], [2.9859, 0.9162, 0.2881], [2.2501, 1.5689, 2.5881], [2.1434, 0.2236, 0.2267], [3.3175, 1.4042, -1.1284], [0.6798, -3.3381, 0.2622], [-2.1012, 0.6548, -1.9591], [-2.2993, 0.2695, 1.7426], [-3.3680, -0.6976, 3.2482], [-2.6227, -2.0915, -3.7614], [-2.8476, 1.7441, -1.4450], [-3.2917, -0.6517, 2.1583], [3.2759, -0.3687, -2.9723], [-0.1480, -2.5948, -0.2323], [-0.6635, -1.5163, 0.4049], [-1.0016, 0.0285, 2.2663], [-1.8823, -2.1079, -1.8225], [-1.1776, -0.7260, 4.3328], [0.5585, 0.5644, 4.0271], [-3.1193, 0.3006, -3.7307], [-0.6864, 2.0952, 1.7823]]
}

4.
{
  "formula": "C17H29N6O2S2Ti",
  "method": "the ωB97M-V functional and the def2-TZVPD basis",
  "lumo_ev": [-2.122, -2.903],
  "orbital_gap_ha": [0.2362, 0.2769],
  "charge": 1,
  "e_above_lowest_ev": 1.419,
  "total_energy_ha": -2789.87371,
  "multiplicity": 3,
  "homo_energy_ev": [-8.55, -10.44],
  "symbols": ["S", "H", "H", "H", "H", "H", "C", "H", "H", "S", "C", "C", "N", "C", "H", "H", "H", "N", "C", "N", "C", "Ti", "H", "C", "O", "C", "N", "H", "C", "H", "H", "H", "H", "C", "O", "H", "H", "H", "C", "H", "H", "H", "C", "C", "H", "H", "N", "H", "H", "N", "H", "C", "H", "H", "C", "C", "C"],
  "xyz": [[2.2755, -2.0985, 0.3943], [-5.8640, -0.9986, -2.7533], [-0.0611, 5.4381, 0.6545], [3.8470, -4.0347, 2.7195], [2.2054, 0.1686, 2.1528], [-1.8219, 0.6682, 2.9670], [-1.5541, 0.5890, 1.9016], [2.7082, -4.1892, -3.0550], [3.5940, -0.2919, -0.0674], [1.6128, -0.6101, -2.8499], [-1.8104, 3.1028, 2.3225], [-0.5292, 2.2084, 0.4472], [-1.2338, 1.9697, 1.5807], [3.6164, -0.8616, 0.8593], [3.7323, 0.9694, 2.0357], [-1.7330, 4.9416, 0.4812], [1.2050, -3.8055, 1.5152], [-0.4036, -2.3598, -1.9115], [2.0589, -3.2311, 1.8228], [0.6216, -3.0949, -2.4078], [-3.9194, -1.9009, -2.3471], [-0.0349, -0.5065, -1.0698], [-1.1778, 5.0669, 2.9275], [-4.3180, 0.4287, -2.0786], [1.0639, -1.2328, 0.5123], [1.6612, -2.3705, -2.7431], [-2.1220, -0.5000, -1.5605], [-0.5401, 3.4831, -1.9060], [-3.0060, 0.4876, -1.6651], [3.6118, -2.8084, -3.5634], [-2.7234, 3.5411, 1.9371], [-4.9718, 1.2845, -2.0812], [0.5528, 4.7825, -1.3485], [-4.8691, -0.8809, -2.3100], [0.0563, 1.2700, -0.2316], [0.1552, 3.9831, 2.6905], [1.9562, -2.7096, 2.7685], [3.9222, -4.0546, 0.9841], [3.2531, -0.0019, 2.0238], [-4.0359, -2.9473, -2.7191], [2.9262, -5.2043, 1.8278], [4.6172, -1.2959, 0.9055], [-0.7106, 4.6542, 0.8385], [0.3013, 3.7202, -1.2216], [-2.0556, 2.8331, 3.3505], [1.1582, 3.1352, -1.3981], [-0.2919, 3.4757, 0.0998], [-1.7940, -3.7002, -2.7818], [-0.7784, -0.1180, 1.8411], [2.8608, -3.1538, -3.0674], [3.5891, -0.5915, 2.9010], [-0.8475, 4.2723, 2.2844], [-2.3993, 0.1959, 1.2234], [-2.5852, 1.4502, -1.3538], [3.2549, -4.2089, 1.8125], [-2.6117, -1.6900, -2.0189], [-1.6138, -2.6681, -2.2722]]
}

Q: charge of number 2 (C17H29N5O7)?
A: 0